1.
# ClH2NO2P

2 unconnected molecules or ions with the total composition ClH2NO2P (ωB97M-V/def2-TZVPD, the OMol25 dataset).

```
7
ClH2NO2P | the OMol25 dataset | ωB97M-V/def2-TZVPD
N 0.19236 0.09674 0.03279
O -1.60204 -1.82329 0.21800
O 0.83111 -2.25111 1.01295
P -0.22770 -1.41510 0.46655
Cl 0.12687 4.18234 -1.60228
H 1.12883 0.42679 0.20587
H -0.44944 0.78364 -0.33389
```

The total charge is -1. As for the frontier orbital gap: 6.59 eV. As for the spin multiplicity: 1. As for the HOMO energy: -0.146 hartree.

---

2.
# C5H9NO

C5H9NO in the gas phase (ωB97M-V/def2-TZVPD, the OMol25 dataset).

```
16
C5H9NO | the OMol25 dataset | ωB97M-V/def2-TZVPD
C 2.64702 0.93708 -0.47438
O 1.51437 0.21940 -0.97607
C 0.35859 0.46270 -0.39063
N -0.31432 1.34784 0.19146
C -0.84463 -0.11954 0.10508
C -2.00380 -0.41461 -0.82258
C -0.81944 -0.90006 1.40300
H 2.36972 1.55464 0.38808
H 3.36598 0.16937 -0.17333
H 3.06373 1.55300 -1.27488
H -2.25787 -1.47948 -0.76513
H -1.75606 -0.18937 -1.86453
H -2.89299 0.16354 -0.54871
H -1.76051 -0.78497 1.95245
H -0.00344 -0.55125 2.04313
H -0.66634 -1.96832 1.20705
```

The total charge is 0. As for the frontier orbital gap: 10.41 eV. As for the spin multiplicity: 1. As for the HOMO energy: -0.349 hartree.

---

3.
# C9H14ClI2MoNOP

A molecular structure, C9H14ClI2MoNOP (ωB97M-V/def2-TZVPD, the OMol25 dataset).

```
30
C9H14ClI2MoNOP | the OMol25 dataset | ωB97M-V/def2-TZVPD
I 3.43128 2.37571 -0.23322
I 1.98950 -2.42913 -0.14817
Mo 0.62965 -0.30786 0.00823
P -0.86103 -0.01319 -2.04388
C 0.01587 0.03665 -3.66818
C -1.98552 -1.45196 -2.28693
H -2.69714 1.42232 -1.36667
H -2.48282 1.45376 -3.17865
H -1.32612 2.34629 -2.08998
C -1.96179 1.47019 -2.20749
H -2.72685 -1.42001 -1.44643
H -2.48486 -1.36568 -3.25369
H -0.65053 0.04134 -4.54491
H 0.64211 -0.82797 -3.75698
H -1.35498 -2.34264 -2.20197
H 0.59090 0.94073 -3.75232
C 1.76863 0.28694 -1.70775
O 2.50161 0.40052 -2.62944
Cl -1.70901 -0.08067 0.66752
C 0.96285 -0.02166 4.80109
C 0.91960 1.17941 4.11478
C 0.76946 1.12242 2.66587
N 0.81508 -0.07959 2.09400
C 0.62212 -1.24904 2.75025
C 0.75578 -1.26894 4.16469
H 1.17848 -0.02083 5.86798
H 0.92261 2.17287 4.57682
H 0.65441 1.98922 2.01903
H 0.39999 -2.13862 2.12549
H 0.67070 -2.22059 4.66091
```

The total charge is +3. As for the frontier orbital gap (alpha / beta): 5.16 / 5.59 eV. As for the spin multiplicity: 3. As for the HOMO energy (alpha / beta): -0.734 / -0.732 hartree. The expectation value of S² is 2.10.

---

4.
# C4H15NO2

3 unconnected molecules or ions with the total composition C4H15NO2 (ωB97M-V/def2-TZVPD, the OMol25 dataset).

```
22
C4H15NO2 | the OMol25 dataset | ωB97M-V/def2-TZVPD
C -1.84624 1.65283 -0.49149
C -0.44698 1.76820 0.15730
C 0.02305 0.40438 0.69403
N 1.25143 -0.01867 0.01508
C 1.10865 -1.25916 -0.75593
H -1.79204 1.61321 -1.57020
H -2.40128 0.79563 -0.10185
H -2.51562 2.46550 -0.20463
H 0.25500 2.12462 -0.59612
H -0.51172 2.49375 0.96455
H 0.28267 0.47092 1.76650
H -0.74085 -0.36691 0.78609
H 1.64576 0.64425 -0.66443
H 1.52601 -2.08026 -0.15026
H 0.08452 -1.54788 -0.97921
H 1.68510 -1.29779 -1.68154
H 4.29407 0.36094 1.72790
H 3.40171 -0.04947 0.54299
O 4.31285 -0.10450 0.86834
H -3.33798 -2.17552 -0.26920
H -4.63867 -1.35444 -0.08121
O -4.22417 -2.08557 -0.55813
```

The total charge is +1. As for the frontier orbital gap (alpha / beta): 11.05 / 5.68 eV. As for the spin multiplicity: 2. As for the HOMO energy (alpha / beta): -0.529 / -0.529 hartree. The expectation value of S² is 0.75.

---

5.
# CH3NO3

2 unconnected molecules or ions with the total composition CH3NO3 (ωB97M-V/def2-TZVPD, the OMol25 dataset).

```
8
CH3NO3 | the OMol25 dataset | ωB97M-V/def2-TZVPD
C 0.11358 -0.40508 0.59891
N -1.06951 -0.17643 -0.19068
O -1.47103 0.99136 -0.35105
O -1.43522 -1.14360 -0.79374
O 1.71547 0.49336 -0.69148
H 0.28093 0.41239 1.35651
H 0.48896 -1.46794 0.65932
H 1.37681 1.29593 -0.58779
```

The total charge is 0. As for the frontier orbital gap (alpha / beta): 8.67 / 8.64 eV. As for the spin multiplicity: 1. As for the HOMO energy (alpha / beta): -0.418 / -0.416 hartree.

---

6.
# C14H6Cl5N4S2V

A molecular structure, C14H6Cl5N4S2V (ωB97M-V/def2-TZVPD, the OMol25 dataset).

```
32
C14H6Cl5N4S2V | the OMol25 dataset | ωB97M-V/def2-TZVPD
V 0.20578 0.10893 0.61026
Cl 3.30397 -1.41415 0.87486
C 3.18527 0.18242 0.27834
C 1.92287 0.79654 0.13450
C 1.86893 2.12128 -0.30872
Cl 0.27466 2.77999 -0.44570
C 2.97764 2.87141 -0.61948
Cl 2.83460 4.47815 -1.14346
C 4.23165 2.23016 -0.49015
Cl 5.62382 3.09368 -0.86073
C 4.33363 0.88873 -0.04478
Cl 5.86631 0.16842 0.10541
S -1.89933 0.80117 0.50257
C -2.17552 -0.25741 1.83336
C -3.38997 -1.01106 1.86011
N -4.36599 -1.61631 1.88123
C -1.20957 -0.45782 2.78906
S 0.34716 0.32230 2.72377
C -1.35031 -1.49264 3.76553
N -1.45590 -2.39390 4.47062
C 0.21695 -5.36630 1.17007
N 0.07921 -4.00973 0.60071
C -0.35179 -3.72753 -0.68384
C -0.37988 -2.38463 -0.80090
N 0.04131 -1.83226 0.41549
C 0.31183 -2.87370 1.22334
H -0.77342 -5.80662 1.23978
H 0.66833 -5.27680 2.15365
H 0.86524 -5.94338 0.51696
H -0.60054 -4.51433 -1.37531
H -0.67550 -1.78074 -1.64293
H 0.66343 -2.79857 2.24033
```

The total charge is +2. As for the frontier orbital gap (alpha / beta): 5.98 / 5.97 eV. As for the spin multiplicity: 1. As for the HOMO energy (alpha / beta): -0.580 / -0.580 hartree.

---

7.
# C40H41F2N6RhSe2Si2

A molecular structure, C40H41F2N6RhSe2Si2 (ωB97M-V/def2-TZVPD, the OMol25 dataset).

```
94
C40H41F2N6RhSe2Si2 | the OMol25 dataset | ωB97M-V/def2-TZVPD
Rh 0.80405 0.42177 0.44891
F -0.01551 0.19640 5.99121
C 0.83726 0.29088 4.94706
C 0.33800 0.33774 3.66415
C 1.22075 0.40313 2.59018
C 2.61174 0.43768 2.82103
C 3.03857 0.42459 4.14596
F 4.35888 0.52372 4.44959
C 2.18776 0.34252 5.22709
C 3.56998 0.51671 1.66678
C 4.92455 0.18539 1.75811
C 5.73605 0.31509 0.64451
C 5.20080 0.78017 -0.54376
C 3.84764 1.05741 -0.56842
N 3.05834 0.91715 0.49412
H -0.73434 0.32383 3.50958
H 2.56749 0.33907 6.23796
H 5.32927 -0.18194 2.68557
H 6.78440 0.05021 0.70940
H 5.80272 0.91785 -1.43155
H 3.36025 1.39957 -1.47381
C -0.67599 -1.43317 -2.41766
Si -0.21224 0.31304 -1.87439
C -1.75023 1.36534 -2.07513
C 0.96483 0.87538 -3.24737
C 0.60881 1.87594 -4.16326
C 1.41063 2.17967 -5.25995
C 2.59668 1.49179 -5.46882
C 2.97884 0.50095 -4.57309
C 2.17198 0.20465 -3.48369
H -1.36764 -1.34479 -3.26480
H -1.15229 -2.00101 -1.61676
H 0.20320 -1.98700 -2.75813
H -2.31803 1.07715 -2.96817
H -1.49229 2.42485 -2.14810
H -2.38831 1.25661 -1.19863
H -0.30977 2.43300 -4.02461
H 1.10517 2.95412 -5.95346
H 3.21755 1.72107 -6.32597
H 3.90563 -0.03984 -4.72489
H 2.48926 -0.57698 -2.79922
C 0.40517 5.91809 1.19680
Si 0.98958 4.53697 0.09953
C 2.82207 4.32029 0.26857
C 0.53871 4.87156 -1.67158
Se -0.13084 2.65331 0.75726
H 0.78156 6.89379 0.87433
H 0.73521 5.74542 2.22394
H -0.68641 5.94905 1.19500
H 3.34563 5.26629 0.09434
H 3.18124 3.59203 -0.45809
H 3.08012 3.95813 1.26652
H 0.89171 5.86204 -1.97736
H -0.54434 4.83689 -1.81171
H 0.99402 4.12646 -2.33026
N -2.35678 -9.48106 2.52930
C -1.75817 -8.55043 2.22240
C -0.99860 -7.37661 1.83247
C 0.28745 -7.52361 1.32909
C 1.01389 -6.40377 0.96108
C 0.44276 -5.14643 1.08660
C -0.84399 -4.99020 1.58058
C -1.56092 -6.11333 1.96248
N 1.18342 -3.99978 0.69909
C 2.02768 -3.87737 -0.39542
C 2.36447 -2.56508 -0.45069
N 1.74937 -1.87305 0.57719
C 1.06045 -2.75694 1.23600
H 0.72180 -8.51017 1.23946
H 2.02659 -6.50841 0.59560
H -1.29051 -4.00400 1.63992
H -2.56677 -6.00967 2.34609
H 2.26743 -4.71102 -1.03147
H 3.01387 -2.06842 -1.15350
H 0.50288 -2.55917 2.13993
C -3.70515 1.56493 2.06268
N -4.08647 0.73415 0.92936
C -3.39002 -0.32602 0.46346
Se -1.78446 -0.97214 1.06424
N -4.10551 -0.82833 -0.57295
C -5.27919 -0.10603 -0.76694
C -6.32369 -0.22963 -1.66645
C -7.35617 0.68866 -1.55693
C -7.34117 1.69193 -0.58125
C -6.29267 1.80883 0.31669
C -5.26473 0.89001 0.20069
H -2.63153 1.49612 2.20129
H -4.22057 1.23409 2.96467
H -3.96526 2.59790 1.84129
H -3.78133 -1.62475 -1.09442
H -6.33654 -1.00904 -2.41718
H -8.19328 0.62617 -2.23878
H -8.16435 2.39108 -0.52519
H -6.28205 2.58055 1.07466
```

The total charge is 0. As for the frontier orbital gap (alpha / beta): 5.20 / 6.42 eV. As for the spin multiplicity: 5. As for the HOMO energy (alpha / beta): -0.189 / -0.283 hartree. The expectation value of S² is 6.02.

---

8.
# C24H19AuClIN5O5

A molecular structure, C24H19AuClIN5O5 (ωB97M-V/def2-TZVPD, the OMol25 dataset).

```
56
C24H19AuClIN5O5 | the OMol25 dataset | ωB97M-V/def2-TZVPD
Au 0.04990 -0.24700 -0.07390
O -1.30690 3.66400 0.04830
C -1.14770 2.47630 -0.09920
N 0.04390 1.82180 -0.17790
C 1.23110 2.49090 -0.16160
O 1.38220 3.68640 -0.12110
C 2.41640 1.56120 -0.16750
C 3.69080 2.10160 -0.05360
C 4.77940 1.24560 -0.01450
C 4.55440 -0.11950 -0.11300
C 3.25090 -0.57500 -0.25200
N 2.21730 0.25000 -0.26510
C -2.33640 1.54880 -0.13990
C -3.61580 2.08850 -0.09610
C -4.70290 1.23190 -0.05030
C -4.47190 -0.13600 -0.04990
C -3.16390 -0.59210 -0.11970
N -2.13630 0.23610 -0.16400
H 3.78540 3.17410 0.01270
H 5.78130 1.63710 0.08040
H 5.37040 -0.82370 -0.08000
H 3.02800 -1.62520 -0.36580
H -3.71370 3.16240 -0.08180
H -5.70790 1.62350 -0.01120
H -5.28670 -0.83870 0.01040
H -2.92500 -1.64500 -0.12790
I 0.65360 -1.72400 6.22310
C 0.22110 -0.55140 4.55770
C -0.25720 0.74340 4.53940
N -0.37600 1.07530 3.24250
N -0.00340 0.08130 2.43530
C 0.36080 -0.91610 3.21310
H -0.50880 1.40990 5.34040
H -0.68410 1.95700 2.86160
H 0.69640 -1.84170 2.79730
C 1.49210 -5.48270 -0.95090
C 0.57490 -6.30190 -0.09760
C 1.00850 -7.53570 0.35940
C 0.29880 -8.26240 1.31110
Cl 0.85930 -9.78910 1.83100
C -0.85570 -7.71880 1.88660
C -1.33040 -6.52750 1.40940
C -0.68190 -5.83830 0.36390
O -1.39100 -4.79790 -0.08550
C -1.19560 -4.19100 -1.31700
C -0.32250 -2.86870 -1.23660
O 0.19450 -2.48950 -2.26000
O -0.30660 -2.35870 -0.08550
H 2.51320 -5.84520 -0.84960
H 1.45940 -4.43930 -0.64370
H 1.22940 -5.51840 -2.00710
H 1.93100 -7.93910 -0.02870
H -1.36860 -8.24020 2.67860
H -2.24380 -6.09840 1.78690
H -2.18480 -3.85000 -1.64190
H -0.76790 -4.84770 -2.07260
```

The total charge is +1. As for the frontier orbital gap: 3.87 eV. As for the spin multiplicity: 1. As for the HOMO energy: -0.366 hartree.

---

9.
# C10H17N2

2 unconnected molecules or ions with the total composition C10H17N2 (ωB97M-V/def2-TZVPD, the OMol25 dataset).

```
29
C10H17N2 | the OMol25 dataset | ωB97M-V/def2-TZVPD
C 2.12767 -1.38501 -3.18402
C 1.50995 -0.13931 -3.21191
C 1.77245 -2.33638 -2.24703
C 0.52176 0.17713 -2.23580
C 0.98115 -1.97459 -1.15617
C 0.31808 -0.76818 -1.30017
C -2.10324 1.06881 0.30241
C 0.69122 1.54790 1.01340
C -0.52664 1.01539 3.07990
C -1.22704 -0.01812 0.84859
N -1.77418 -1.17368 1.52350
N -0.16408 0.48810 1.74865
H 2.81894 -1.69488 -3.92794
H 1.59565 0.68545 -4.06305
H 2.29256 -3.27374 -2.43976
H 0.10933 1.22907 -2.17765
H 0.67807 -2.70978 -0.41509
H -2.54215 0.52353 -0.55035
H -1.34670 1.85908 -0.05438
H -2.75354 1.54437 0.98404
H 0.12760 2.52057 1.20070
H 1.65646 1.73093 1.38957
H 0.88004 1.18762 0.05387
H -1.12916 0.26967 3.48774
H 0.46889 1.10650 3.61661
H -0.91059 2.08232 3.11970
H -1.57795 -2.05323 1.01099
H -2.85207 -1.14792 1.61058
H 0.35751 -0.36161 1.97307
```

The total charge is +1. As for the frontier orbital gap (alpha / beta): 8.96 / 8.34 eV. As for the spin multiplicity: 1. As for the HOMO energy (alpha / beta): -0.463 / -0.452 hartree.

---

10.
# C6H14O2

2 unconnected molecules or ions with the total composition C6H14O2 (ωB97M-V/def2-TZVPD, the OMol25 dataset).

```
22
C6H14O2 | the OMol25 dataset | ωB97M-V/def2-TZVPD
C -0.99568 2.07908 -1.08062
C -1.34220 0.65674 -0.68790
C -2.07896 0.74978 0.66502
C -0.13650 -0.29014 -0.38925
C 0.98625 -0.22099 -1.46988
C 2.02945 -1.20614 -0.99762
O 2.29987 -2.21750 -1.58974
H -0.44644 2.58218 -0.28793
H -1.84318 2.68814 -1.40789
H -0.41713 2.09784 -2.01378
H -1.99965 0.13668 -1.38025
H -2.92582 1.47031 0.64532
H -2.66171 -0.06396 1.08926
H -1.47721 1.13402 1.48439
H -0.62716 -1.26283 -0.48074
H 0.21633 -0.16725 0.63089
H 0.52577 -0.54646 -2.39605
H 1.33723 0.80619 -1.50632
H 2.47471 -1.01699 -0.00218
O -0.16109 -0.00589 4.10145
H -0.87836 -0.44417 4.56871
H 0.11842 0.68438 4.68659
```

The total charge is 0. As for the frontier orbital gap: 10.23 eV. As for the spin multiplicity: 1. As for the HOMO energy: -0.351 hartree.

---

11.
# C19H18ClN5O3

C19H18ClN5O3 in the gas phase (ωB97M-V/def2-TZVPD, the OMol25 dataset).

```
46
C19H18ClN5O3 | the OMol25 dataset | ωB97M-V/def2-TZVPD
C -1.51353 -0.60642 -2.91751
N -1.43841 -0.80789 -1.49706
C -2.43389 -0.72355 -0.58213
N -3.72795 -0.49103 -0.92917
C -4.63300 -0.03681 0.10383
C -4.53112 1.44289 0.33870
C -5.20958 2.28259 1.17022
C -4.66495 3.57412 0.95843
C -3.69941 3.42260 0.01589
O -3.61182 2.13519 -0.36906
N -2.02901 -0.97620 0.65669
C -0.70927 -1.23701 0.53628
C -0.29785 -1.14603 -0.78221
C 1.04459 -1.37127 -1.18715
O 1.49457 -1.31615 -2.32091
N 1.85590 -1.69523 -0.09048
C 3.27170 -1.93762 -0.37707
C 4.06477 -0.66355 -0.25203
C 4.65155 -0.31511 0.95785
C 5.35439 0.86977 1.08353
C 5.46574 1.71086 -0.01149
Cl 6.34826 3.19263 0.13699
C 4.87973 1.38432 -1.22350
C 4.17969 0.19676 -1.33703
C 1.47992 -1.79490 1.23972
O 2.27697 -2.09137 2.10628
N 0.15478 -1.55526 1.53499
C -0.31437 -1.64208 2.89983
H -1.85405 0.40690 -3.14545
H -0.51285 -0.74719 -3.32359
H -2.19376 -1.32862 -3.37434
H -3.84637 -0.03131 -1.82211
H -4.37125 -0.57723 1.01742
H -5.65537 -0.30157 -0.18496
H -5.99465 2.01631 1.84702
H -4.95599 4.48274 1.44350
H -3.03071 4.11782 -0.45055
H 3.32297 -2.32006 -1.39843
H 3.62850 -2.68421 0.33405
H 4.54570 -0.97253 1.80712
H 5.81266 1.14006 2.02201
H 4.97268 2.05116 -2.06647
H 3.71110 -0.06554 -2.27356
H 0.53134 -1.91983 3.52540
H -1.10142 -2.39263 2.96885
H -0.71695 -0.67851 3.21167
```

The total charge is 0. As for the frontier orbital gap: 8.43 eV. As for the spin multiplicity: 1. As for the HOMO energy: -0.290 hartree.

---

12.
# C2H7FN2S

2 unconnected molecules or ions with the total composition C2H7FN2S (ωB97M-V/def2-TZVPD, the OMol25 dataset).

```
13
C2H7FN2S | the OMol25 dataset | ωB97M-V/def2-TZVPD
C 1.66732 1.14340 0.31334
C -1.48303 -1.45482 0.78660
N -1.42608 0.44483 -1.21582
N 0.46553 0.43682 0.75864
F 1.35729 -0.52107 -2.01839
S -0.42380 -0.26185 -0.27238
H 1.86313 0.89424 -0.68832
H 2.44231 0.78801 0.94930
H 1.37139 2.24149 0.50629
H -2.53327 -1.19141 0.68037
H -1.35794 -2.39691 0.32734
H -1.06967 -1.16473 1.75842
H -0.87317 1.04200 -1.88539
```

The total charge is 0. As for the frontier orbital gap: 7.63 eV. As for the spin multiplicity: 1. As for the HOMO energy: -0.369 hartree.

---

It is found that the F_max values, taken in the order of the records, are 0.998, 0.517, 6.565, 4.346, 7.634, 0.845, 0.919, 3.911, 3.609, 2.368, 1.434, 3.454 eV/Å.